The following is a DFT calculation (ωB97M-V/def2-TZVPD) of a 2-piece molecular cluster, C11H17OP overall at a distorted geometry.

Total charge: 0
Kohn-Sham gap (alpha / beta), eV: 6.92 / 7.06
Relative energy (zero: lowest compared OMol25 entry of this formula, charge and spin), eV: 2.083

Each line ends with the Mulliken charge.
CARTESIAN COORDINATES (ANGSTROEM)
1 C 3.25 0.81 -0.39  -0.823
2 C 2.82 0.53 0.89  -0.334
3 C 2.53 0.25 -1.46  -0.576
4 C 1.57 -0.01 1.12  -0.814
5 C 1.24 -0.11 -1.29  -0.386
6 C 0.71 -0.27 0.00  0.628
7 C -1.19 -1.69 2.23  -1.391
8 C -2.18 -0.11 -2.04  -1.340
9 C -1.45 -0.42 1.51  -0.994
10 C -1.58 -1.04 -0.97  -0.837
11 C -0.77 -0.28 0.12  1.127
12 O 0.26 2.85 0.54  -0.422
13 P -0.98 2.46 -0.35  0.257
14 H 4.23 1.13 -0.68  0.364
15 H 3.23 0.92 1.81  0.368
16 H 3.11 0.26 -2.32  0.473
17 H 1.30 -0.13 2.16  0.233
18 H 0.70 -0.63 -2.15  0.126
19 H -0.14 -1.80 2.14  0.355
20 H -1.69 -2.57 1.88  0.330
21 H -1.31 -1.66 3.25  0.446
22 H -2.81 0.68 -1.54  0.288
23 H -2.72 -0.59 -2.79  0.489
24 H -1.40 0.47 -2.50  0.274
25 H -2.49 -0.27 1.28  0.568
26 H -0.94 0.39 2.13  0.220
27 H -2.46 -1.48 -0.52  0.464
28 H -1.08 -1.81 -1.53  0.463
29 H 0.53 2.03 0.94  0.442
30 H -0.28 2.09 -1.47  0.001

The following is a DFT calculation (ωB97M-V/def2-TZVPD) of C34H36N2NdO2S4 as an isolated structure at a distorted geometry.

Multiplicity: 4
Total charge: +3
Kohn-Sham gap (alpha / beta), eV: 6.36 / 6.39
Relative energy (zero: lowest compared OMol25 entry of this formula, charge and spin), eV: 0.000

Each line ends with the Mulliken spin population.
CARTESIAN COORDINATES (ANGSTROEM)
1 Nd -1.24 1.57 0.06  3.046
2 O 0.82 1.53 0.90  -0.008
3 S 1.93 2.59 0.59  0.000
4 C 1.54 3.94 1.70  0.000
5 C 0.04 4.21 1.85  0.002
6 C -0.55 3.61 3.13  -0.001
7 C -2.07 3.65 3.16  0.000
8 S -2.89 2.20 2.39  -0.009
9 O -3.68 1.89 -0.68  -0.004
10 C -2.34 0.90 3.48  -0.006
11 C -2.77 0.88 4.80  0.001
12 C -2.30 -0.11 5.65  0.000
13 C -1.43 -1.08 5.19  0.000
14 C -1.02 -1.08 3.86  0.001
15 C -1.49 -0.09 3.02  0.002
16 C 1.31 3.21 -0.98  -0.003
17 C 0.84 2.22 -1.86  0.009
18 C 0.33 2.60 -3.10  -0.002
19 C 0.30 3.95 -3.45  0.000
20 C 0.79 4.91 -2.58  -0.002
21 C 1.30 4.54 -1.33  0.003
22 H 2.12 4.79 1.34  0.000
23 H 2.00 3.64 2.65  0.000
24 H -0.50 3.91 0.93  0.000
25 H -0.12 5.29 1.86  0.000
26 H -0.16 4.17 3.98  0.000
27 H -0.20 2.58 3.28  0.000
28 H -2.47 4.52 2.64  0.000
29 H -2.45 3.69 4.18  -0.001
30 H -3.46 1.63 5.17  0.000
31 H -2.63 -0.12 6.69  0.000
32 H -1.07 -1.84 5.87  0.000
33 H -0.35 -1.85 3.50  0.000
34 H -1.17 -0.14 1.97  0.003
35 H 0.99 1.16 -1.65  -0.004
36 H -0.01 1.85 -3.79  0.000
37 H -0.09 4.25 -4.42  0.000
38 H 0.80 5.95 -2.87  0.000
39 H 1.69 5.31 -0.68  0.000
40 S -2.90 3.43 -1.12  -0.015
41 C -4.56 1.14 -1.27  -0.002
42 N -5.54 1.51 -2.01  0.000
43 C -6.46 0.45 -2.50  0.000
44 C -6.67 -0.57 -1.41  0.000
45 N -5.36 -1.11 -1.01  -0.001
46 C -5.34 -2.57 -0.69  0.000
47 C -5.67 -3.37 -1.92  0.000
48 C -4.80 -3.38 -3.00  0.000
49 C -5.11 -4.11 -4.13  0.000
50 C -6.29 -4.84 -4.19  0.000
51 C -7.16 -4.84 -3.11  0.000
52 C -6.86 -4.10 -1.98  0.000
53 C -4.32 -0.34 -0.95  0.002
54 S -2.74 -0.84 -0.60  -0.009
55 C -5.89 2.93 -2.35  -0.001
56 C -5.37 3.40 -3.68  0.001
57 C -4.89 4.70 -3.77  0.000
58 C -4.49 5.22 -4.99  0.000
59 C -4.55 4.43 -6.13  0.000
60 C -5.03 3.13 -6.05  0.000
61 C -5.45 2.62 -4.83  0.000
62 H -6.03 -0.01 -3.39  0.000
63 H -7.40 0.93 -2.77  0.000
64 H -7.25 -1.41 -1.79  0.000
65 H -7.17 -0.15 -0.53  0.000
66 H -6.07 -2.71 0.10  0.000
67 H -4.35 -2.79 -0.30  0.000
68 H -3.85 -2.85 -2.95  0.000
69 H -4.42 -4.14 -4.97  0.000
70 H -6.53 -5.42 -5.07  0.000
71 H -8.08 -5.41 -3.15  0.000
72 H -7.53 -4.11 -1.13  0.000
73 H -5.52 3.55 -1.53  0.000
74 H -6.98 2.95 -2.29  0.000
75 H -4.85 5.32 -2.88  0.000
76 H -4.14 6.24 -5.06  0.000
77 H -4.25 4.83 -7.09  0.000
78 H -5.10 2.52 -6.94  0.000
79 H -5.85 1.61 -4.81  0.000

The following is a DFT calculation (ωB97M-V/def2-TZVPD) of a 2-piece molecular cluster, C3H11NOS2 overall at a distorted geometry.

Multiplicity: 2
Total charge: -1
Kohn-Sham gap (alpha / beta), eV: 2.29 / 6.77
Relative energy (zero: lowest compared OMol25 entry of this formula, charge and spin), eV: 1.148

Each line ends with the Mulliken spin population.
CARTESIAN COORDINATES (ANGSTROEM)
1 N 1.08 -1.90 -0.10  -0.005
2 C 1.11 -0.43 -0.10  -0.042
3 C 2.50 0.15 -0.40  0.007
4 C 0.12 0.09 -1.20  0.064
5 S -1.60 -0.30 -0.89  0.495
6 S -2.67 1.50 -0.65  0.458
7 H 1.95 -2.18 -0.54  -0.018
8 H 0.84 -2.26 0.80  0.000
9 H 0.56 -0.11 0.79  0.043
10 H 2.92 -0.24 -1.37  0.003
11 H 3.20 -0.06 0.43  -0.002
12 H 2.43 1.24 -0.47  -0.001
13 H 0.47 -0.29 -2.19  0.015
14 H 0.20 1.19 -1.31  -0.009
15 H -2.81 1.90 -1.96  -0.012
16 H 3.53 -1.04 4.12  -0.002
17 H 2.51 -0.32 3.35  0.000
18 O 2.93 -0.29 4.22  0.008

The following is a DFT calculation (ωB97M-V/def2-TZVPD) of C3H4Cl2IN as an isolated structure at a distorted geometry.

Total charge: 0
Kohn-Sham gap, eV: 9.57
Relative energy (zero: lowest compared OMol25 entry of this formula, charge and spin), eV: 0.075

Each line ends with the Mulliken charge.
CARTESIAN COORDINATES (ANGSTROEM)
1 C -0.43 -0.42 -0.57  0.415
2 C 0.31 0.59 0.14  -0.982
3 C -1.40 0.06 -1.74  0.052
4 N -0.15 -1.61 -0.50  -0.548
5 Cl -2.19 -1.24 -2.66  -0.171
6 Cl -2.58 1.02 -0.86  -0.115
7 I -0.47 1.52 -3.03  0.195
8 H 0.26 0.48 1.24  0.316
9 H 1.42 0.63 -0.15  0.230
10 H -0.28 1.57 -0.02  0.336
11 H -0.66 -2.15 -1.20  0.272

The following is a DFT calculation (ωB97M-V/def2-TZVPD) of one molecule with the formula C19H15FN6OS at a distorted geometry.

Total charge: 0
Kohn-Sham gap, eV: 8.10

Each line ends with the Mulliken charge.
CARTESIAN COORDINATES (ANGSTROEM)
1 C 1.75 -2.65 -3.38  -0.889
2 C 1.91 -1.77 -2.41  0.279
3 C 0.80 -1.27 -1.53  -1.085
4 N 1.18 -1.29 -0.14  0.465
5 C 1.86 -0.31 0.51  0.313
6 N 1.93 -0.55 1.79  -0.505
7 N 1.28 -1.69 2.01  -0.660
8 C 0.83 -2.15 0.87  0.511
9 C 0.09 -3.39 0.74  0.241
10 C -0.77 -3.76 1.77  -0.484
11 C -1.49 -4.93 1.69  -0.611
12 C -1.34 -5.74 0.57  0.350
13 C -0.48 -5.40 -0.45  -0.623
14 C 0.24 -4.23 -0.37  -0.351
15 H 0.94 -3.98 -1.15  0.587
16 H -0.37 -6.06 -1.30  0.457
17 F -2.05 -6.88 0.49  -0.327
18 H -2.17 -5.24 2.48  0.438
19 H -0.86 -3.11 2.63  0.457
20 S 2.55 1.08 -0.30  -0.188
21 C 2.32 2.27 1.07  -0.872
22 N 1.23 3.17 0.82  0.783
23 N 1.57 4.47 0.77  -0.722
24 N 0.73 5.36 0.56  -0.630
25 C -0.60 5.05 0.38  -0.015
26 C -1.51 6.09 0.17  -0.253
27 C -2.84 5.79 -0.02  -0.432
28 C -3.28 4.46 -0.01  -0.584
29 C -2.39 3.43 0.20  -0.588
30 C -1.04 3.72 0.39  0.629
31 C -0.06 2.67 0.61  0.643
32 O -0.27 1.47 0.61  -0.677
33 H -2.71 2.40 0.22  0.481
34 H -4.33 4.25 -0.15  0.411
35 H -3.55 6.58 -0.18  0.380
36 H -1.15 7.11 0.16  0.465
37 H 3.22 2.87 1.16  0.520
38 H 2.14 1.66 1.96  0.463
39 H -0.10 -1.87 -1.65  0.508
40 H 0.58 -0.23 -1.79  0.307
41 H 2.88 -1.35 -2.20  0.237
42 H 2.56 -2.97 -4.00  0.263
43 H 0.78 -3.08 -3.60  0.308

no.,M (g/mol),DFT total energy (Ha)
1,196.23,-845.80963
2,777.18,-3730.49852
3,141.26,-1047.22818
4,251.88,-1389.50200
5,394.43,-1634.81662